(1)
# C22H31F5N2OsSSi2

A structure of composition C22H31F5N2OsSSi2 (ωB97M-V/def2-TZVPD, OMol25).

Structure (ORCA input):
```
! wB97M-V def2-TZVPD RIJCOSX def2/J DEFGRID3
* xyz 0 5
Os -0.425 0.287 -0.146
C -4.216 0.337 0.510
Si -3.511 -0.964 -0.629
C -3.383 -0.317 -2.377
C -4.695 -2.415 -0.634
N -1.884 -1.315 -0.059
C -1.287 -2.423 0.414
C -1.795 -3.746 0.284
C -1.103 -4.821 0.761
C 0.152 -4.650 1.382
C 0.682 -3.400 1.526
C -0.018 -2.251 1.085
N 0.433 -0.981 1.227
Si 1.787 -0.438 2.220
C 1.730 -1.229 3.915
C 3.391 -0.834 1.349
C 1.611 1.420 2.443
H -5.136 0.751 0.093
H -3.524 1.167 0.662
H -4.453 -0.092 1.484
H -4.377 -0.103 -2.771
H -2.917 -1.053 -3.034
H -2.800 0.603 -2.431
H -5.677 -2.032 -0.918
H -4.796 -2.877 0.349
H -4.426 -3.186 -1.355
H -2.733 -3.891 -0.224
H -1.509 -5.817 0.642
H 0.702 -5.514 1.729
H 1.660 -3.278 1.969
H 2.028 -2.275 3.933
H 0.727 -1.160 4.339
H 2.405 -0.680 4.574
H 3.578 -1.908 1.319
H 4.234 -0.361 1.854
H 3.368 -0.467 0.321
H 1.725 1.681 3.496
H 0.630 1.791 2.127
H 2.365 1.968 1.880
C 1.540 1.205 -3.145
C 1.773 -0.007 -2.250
C 2.580 -1.078 -2.987
C 0.449 -0.607 -1.776
H 2.483 1.679 -3.419
H 0.909 1.950 -2.658
H 1.041 0.894 -4.066
H 2.358 0.311 -1.382
H 2.040 -1.424 -3.871
H 2.771 -1.942 -2.350
H 3.540 -0.679 -3.316
H 0.568 -1.654 -1.471
H -0.304 -0.576 -2.572
F 2.488 6.749 0.936
C 1.680 5.758 0.563
C 0.310 5.956 0.504
F -0.204 7.146 0.812
C -0.517 4.913 0.125
F -1.830 5.152 0.087
C -0.025 3.654 -0.214
S -1.186 2.411 -0.701
C 1.353 3.498 -0.166
F 1.923 2.328 -0.496
C 2.200 4.520 0.226
F 3.517 4.314 0.278
*
```

ΔE to the lowest compared entry with this formula, charge and spin = 1.3 kcal per mole
LUMO (spin up / spin down) = -0.1 / -1.6 eV



(2)
# C26H29N4O4S2

The ion C26H29N4O4S2 with charge -1 in a non-equilibrium geometry (ωB97M-V/def2-TZVPD, OMol25).

Structure (ORCA input):
```
! wB97M-V def2-TZVPD RIJCOSX def2/J DEFGRID3
* xyz -1 1
C 2.231 2.829 2.347
N 2.308 1.532 1.684
C 3.563 0.983 1.567
S 4.967 1.816 1.966
N 3.562 -0.341 1.134
C 4.891 -0.938 0.957
C 2.468 -0.933 0.440
O 2.636 -1.984 -0.205
C 1.207 -0.301 0.637
C 0.009 -0.841 -0.073
C -1.327 -0.375 0.489
C -1.693 0.938 0.255
C -2.970 1.389 0.548
C -3.865 0.530 1.240
N -5.143 0.954 1.479
C -5.674 2.146 0.840
C -4.640 3.256 0.767
C -3.357 2.754 0.107
C -6.159 0.055 1.974
C -5.582 -0.930 2.971
C -4.354 -1.653 2.393
C -3.443 -0.779 1.597
C -2.183 -1.223 1.193
C 1.156 0.679 1.676
O 0.256 0.856 2.508
H 1.193 3.158 2.362
H 2.639 2.769 3.364
H 2.860 3.525 1.782
H 4.782 -1.978 0.636
H 5.458 -0.346 0.219
H 5.422 -0.853 1.914
H 0.060 -1.929 -0.066
H -0.974 1.651 -0.151
H -6.029 1.905 -0.180
H -6.544 2.469 1.425
H -5.047 4.087 0.186
H -4.413 3.617 1.778
H -2.528 3.447 0.305
H -3.494 2.740 -0.988
H -6.936 0.671 2.442
H -6.635 -0.487 1.137
H -5.296 -0.396 3.886
H -6.353 -1.661 3.233
H -3.791 -2.125 3.211
H -4.701 -2.473 1.745
H -1.847 -2.230 1.448
C 6.464 -2.030 -3.462
C 4.983 -1.775 -3.412
C 4.449 -0.558 -3.841
C 3.087 -0.284 -3.740
C 2.239 -1.219 -3.137
S 0.472 -0.878 -2.976
N 0.082 -0.349 -1.427
O 0.184 0.284 -3.796
O -0.198 -2.133 -3.152
C 2.733 -2.489 -2.836
C 4.099 -2.732 -2.915
H 6.701 -3.038 -3.114
H 6.853 -1.927 -4.481
H 7.028 -1.326 -2.838
H 5.116 0.196 -4.249
H 2.669 0.640 -4.127
H -0.215 0.607 -1.571
H 2.061 -3.290 -2.538
H 4.505 -3.680 -2.567
*
```

SMILES = Cc1ccc(S(=O)(=O)N[C@H](c2cc3c4c(c2)CCCN4CCC3)c2c([O-])n(C)c(=S)n(C)c2=O)cc1
LUMO = 2.6 eV



(3)
# C42H41NO4P2Re

A structure of composition C42H41NO4P2Re in a non-equilibrium geometry (ωB97M-V/def2-TZVPD, OMol25).

Structure (ORCA input):
```
! wB97M-V def2-TZVPD RIJCOSX def2/J DEFGRID3
* xyz 2 4
Re 0.008 0.473 4.727
C -1.998 0.186 5.376
C -1.735 -0.408 4.078
C -2.412 0.208 2.847
C -1.561 1.327 2.238
C -0.380 1.720 3.125
C -0.612 2.375 4.402
C -2.042 2.686 4.833
C -2.790 1.482 5.448
C 1.691 -0.110 3.677
H -2.188 -0.499 6.210
H -1.651 -1.501 4.038
H -3.424 0.564 3.102
H -2.541 -0.597 2.107
H -1.160 0.973 1.279
H -2.171 2.213 2.017
H 0.478 2.100 2.565
H 0.134 3.119 4.707
H -2.613 3.108 3.994
H -1.986 3.472 5.597
H -2.977 1.707 6.510
H -3.781 1.354 4.978
H 2.203 -0.928 4.205
H 2.356 0.774 3.661
H 1.465 -0.401 2.643
P 0.011 -2.213 -5.029
P 1.931 0.373 -5.282
C -0.628 -0.637 -5.667
C 0.183 0.451 -5.763
C -0.841 -3.411 -6.137
C -2.035 -3.135 -6.819
C -2.644 -4.125 -7.601
C -2.067 -5.394 -7.699
C -0.862 -5.670 -7.036
C -0.239 -4.681 -6.278
C -0.910 -2.392 -3.435
C -0.546 -1.544 -2.368
C -1.281 -1.568 -1.180
C -2.401 -2.405 -1.061
C -2.730 -3.279 -2.104
C -1.961 -3.305 -3.271
C 2.653 1.134 -6.825
C 2.622 0.355 -8.000
C 2.984 0.919 -9.224
C 3.376 2.263 -9.291
C 3.458 3.022 -8.120
C 3.137 2.449 -6.884
C 2.007 1.774 -4.095
C 3.146 1.839 -3.265
C 3.330 2.935 -2.424
C 2.375 3.962 -2.391
C 1.222 3.873 -3.177
C 1.017 2.760 -4.001
H -1.679 -0.590 -5.978
H -0.176 1.397 -6.197
H -2.509 -2.159 -6.741
H -3.574 -3.897 -8.125
H -2.553 -6.170 -8.293
H -0.410 -6.661 -7.107
H 0.706 -4.880 -5.769
H 0.297 -0.857 -2.483
H -0.991 -0.923 -0.348
H -3.011 -2.377 -0.155
H -3.594 -3.940 -2.015
H -2.202 -4.015 -4.064
H 2.278 -0.681 -7.953
H 2.940 0.315 -10.133
H 3.617 2.715 -10.256
H 3.762 4.070 -8.163
H 3.227 3.043 -5.972
H 3.885 1.035 -3.308
H 4.226 2.995 -1.805
H 2.531 4.829 -1.746
H 0.477 4.671 -3.159
H 0.098 2.679 -4.581
O 0.087 -1.606 6.648
C 0.522 -0.576 7.184
O 0.924 0.486 6.484
C 0.528 -0.322 8.667
C 0.751 0.981 9.146
C 0.688 1.256 10.506
C 0.448 0.214 11.418
C 0.215 -1.095 10.958
C 0.254 -1.352 9.591
N 0.535 0.518 12.807
O 0.784 1.711 13.109
O 0.371 -0.366 13.673
H 0.970 1.790 8.449
H 0.860 2.260 10.880
H 0.032 -1.892 11.677
H 0.069 -2.354 9.220
*
```

ΔE to the lowest compared entry with this formula, charge and spin = 0.0 kcal per mole
LUMO (spin up / spin down) = -7.1 / -8.2 eV